Entry 1:
Density functional theory data (ωB97M-V/def2-TZVPD) for a single C19H24N4O4S molecule at a distorted geometry.

```
52
Properties=species:S:1:pos:R:3:forces:R:3
C -5.23249 -1.78297 2.16423 0.0 0.0 0.2
N -4.48235 -1.53723 0.96171 -0.2 -0.2 -0.4
C -3.29620 -0.92755 0.92465 -0.2 -0.1 0.1
O -2.67442 -0.49553 1.88174 0.1 0.0 0.1
C -2.76343 -0.81038 -0.50700 0.2 0.1 -0.1
O -3.39135 -1.24436 -1.45931 0.0 -0.1 -0.1
N -1.58535 -0.18483 -0.55400 0.1 0.0 0.4
C -0.86420 0.06840 -1.77370 0.0 -0.3 -0.5
C 0.07588 -1.07430 -2.18597 -0.3 0.4 0.1
N 1.24741 -1.17786 -1.33437 0.2 0.0 -0.1
C 1.01965 -2.02745 -0.17190 -0.1 -0.1 0.2
C 2.34976 -2.45004 0.48241 -0.5 -0.3 0.2
N 3.41239 -1.51996 0.21932 0.2 0.9 0.7
S 3.57561 -0.24079 1.27242 0.3 -0.2 -0.1
O 3.60114 -0.80541 2.58972 -0.4 0.0 0.0
O 4.70188 0.51991 0.81599 -0.2 0.1 -0.3
C 2.10986 0.78396 1.13682 0.7 -0.2 -0.1
C 1.06277 0.57043 2.04102 -0.4 0.0 0.2
C -0.06896 1.33392 1.95910 0.2 -0.1 0.1
C -0.18843 2.33269 0.96430 0.3 0.1 -0.1
C -1.35320 3.11847 0.83751 -0.1 0.2 -0.1
C -1.44481 4.07905 -0.13073 -0.1 -0.1 0.2
C -0.37618 4.30172 -1.01412 0.3 0.0 -0.2
C 0.76565 3.55576 -0.92057 -0.1 0.1 -0.1
C 0.88941 2.55093 0.06264 -0.2 -0.1 0.3
C 2.04520 1.74828 0.17694 0.1 0.0 0.0
C 3.68017 -1.28840 -1.18097 0.2 0.1 -0.5
C 2.44754 -1.58051 -2.04604 0.0 -0.1 0.1
H -6.19711 -1.27370 2.12708 0.0 0.0 0.0
H -5.39951 -2.85260 2.30139 0.0 0.0 0.0
H -4.65090 -1.39711 3.00038 -0.1 0.0 0.0
H -4.85465 -1.82852 0.06526 0.2 0.1 0.1
H -1.19543 0.11303 0.33358 -0.2 -0.1 -0.1
H -1.60854 0.19093 -2.56622 0.1 0.1 0.0
H -0.29191 0.98906 -1.65710 -0.1 0.0 0.0
H -0.50085 -2.01265 -2.20761 0.1 0.0 -0.1
H 0.40392 -0.85928 -3.20495 0.0 0.0 0.0
H 0.40995 -1.46835 0.54126 0.0 -0.2 0.0
H 0.45852 -2.93805 -0.45063 0.0 0.1 0.0
H 2.66243 -3.43003 0.10620 0.0 0.1 0.1
H 2.24797 -2.51564 1.56532 -0.1 -0.2 -0.1
H 1.18853 -0.18596 2.79922 -0.1 -0.1 0.1
H -0.89019 1.17578 2.64195 0.0 0.0 0.1
H -2.17092 2.94025 1.52011 -0.1 0.0 0.1
H -2.33939 4.67674 -0.22257 -0.1 0.0 0.0
H -0.46514 5.06888 -1.76887 0.0 0.0 -0.1
H 1.59085 3.72127 -1.59764 0.1 0.0 -0.1
H 2.88481 1.90807 -0.48086 0.1 0.1 -0.1
H 4.51293 -1.92912 -1.49672 0.0 0.1 0.0
H 3.99858 -0.25079 -1.27771 0.0 -0.1 -0.2
H 2.52137 -1.00665 -2.97116 0.0 -0.1 0.0
H 2.42174 -2.65148 -2.31153 0.0 0.0 -0.1
```
Forces are in eV/Å.

Orbital gap: 0.317 Eh
Energy above the lowest of the compared OMol25 structures with the same formula, charge and spin: 49.9 kcal/mol
E_HOMO: -8.56 eV
Total energy: -1656.6251 hartree

Entry 2:
Density functional theory data (ωB97M-V/def2-TZVPD) for a single C10H16N4O4 molecule at a distorted geometry.

```
34
Properties=species:S:1:pos:R:3:forces:R:3
C 3.98894 0.35215 -1.01871 -0.4 -0.3 -1.4
C 2.64553 0.74868 -0.40972 3.6 1.0 1.5
O 2.10200 1.87142 -1.13759 0.3 1.0 2.6
C 1.69292 -0.38191 -0.45232 -1.2 2.9 -1.0
N 0.40922 0.26978 -0.26962 -0.8 -1.1 0.9
C -0.00270 0.71731 0.94429 -1.7 0.2 0.9
O 0.37870 0.27910 2.02074 0.4 0.7 -0.9
C -1.13934 1.83609 0.87934 -1.8 -2.2 -0.2
N -0.96705 2.67489 -0.23864 0.8 2.3 -0.8
C -2.68867 1.25907 0.86413 2.3 -0.9 0.5
C -2.81616 -0.01099 0.01351 2.1 3.8 5.1
C -3.57388 -0.33351 -1.00850 0.4 1.6 -1.4
N -3.06089 -1.50072 -1.36224 -0.9 -4.7 -1.0
C -2.30302 -1.98703 -0.33725 2.1 -1.0 -1.0
N -1.94613 -1.03627 0.44690 -2.6 1.0 0.2
C 2.01217 -1.50272 0.39043 -4.6 1.0 -1.2
O 3.03839 -1.79958 0.77608 6.5 -1.3 2.5
O 1.01270 -2.31009 0.51893 -3.9 -2.9 0.4
H 4.71569 1.13117 -0.89358 0.5 0.3 0.6
H 3.75883 0.46129 -2.08709 0.4 -0.8 -0.3
H 4.39965 -0.66126 -0.73909 -0.7 1.3 -0.3
H 2.99767 1.04652 0.66112 -1.6 -0.4 -1.4
H 1.79103 2.47763 -0.37856 0.3 -1.1 -2.3
H 1.69610 -0.83720 -1.43025 0.0 0.1 -0.8
H -0.16626 0.47857 -1.06128 0.3 0.3 -0.2
H -1.13293 2.37786 1.79033 0.6 0.6 0.8
H -1.42341 3.60479 -0.22690 0.4 -1.0 0.5
H -1.31564 2.22582 -1.04913 -0.3 -0.4 -1.1
H -3.26834 2.11880 0.59389 -0.5 0.2 -0.5
H -2.87670 1.06506 1.92270 -0.4 -0.5 -0.2
H -4.11738 0.21408 -1.73793 -0.7 0.5 0.1
H -3.57670 -2.06342 -1.99999 0.0 -0.8 -0.5
H -1.76886 -2.93700 -0.22405 -0.9 -0.1 -0.8
H 0.09220 -2.06615 0.20860 1.8 0.6 0.6
```
Forces are in eV/Å.

Orbital gap: 0.339 Eh
Energy above the lowest of the compared OMol25 structures with the same formula, charge and spin: 83.3 kcal/mol
E_HOMO: -8.93 eV
Total energy: -910.5761 hartree

Entry 3:
Density functional theory data (ωB97M-V/def2-TZVPD) for a molecular structure, C11H14BN7OSr at a distorted geometry.

```
35
Properties=species:S:1:pos:R:3:forces:R:3
H -0.06458 2.97124 2.21790 0.0 -0.2 -0.1
N 0.21921 1.68086 0.56305 0.1 0.8 -0.3
B 0.69577 0.68963 -1.71446 0.3 0.3 1.1
N 0.65888 1.89386 -0.72678 -0.4 -0.2 0.9
C 0.96074 3.19406 -0.90643 -0.3 0.0 0.8
Sr -0.82985 -0.64391 1.35680 9.6 7.0 1.0
H 1.32362 3.54271 -1.86237 0.0 0.0 0.1
C 0.70565 3.86382 0.29421 0.1 -0.5 -0.4
H 0.83244 4.90902 0.49480 0.1 0.2 0.0
C 0.24340 2.87322 1.18443 0.3 -0.4 -1.2
H 1.05205 1.05043 -2.79588 -0.1 -0.1 -0.1
C -1.82769 -2.51764 1.81204 -4.2 -1.1 3.7
H -2.54651 -3.06334 2.41718 0.1 -0.5 -0.3
H -0.82022 -2.91554 2.03390 -0.4 0.6 0.1
H -2.10399 -2.61151 0.75055 0.2 0.3 0.4
N -0.73662 0.08348 -1.76304 -1.8 -0.9 1.0
N 1.67501 -0.38385 -1.14517 -0.2 -0.8 1.0
N -1.40587 -0.39520 -0.60602 -1.8 0.9 -7.7
N 1.39120 -1.02340 0.05075 0.8 -0.4 -0.7
C -1.54749 -0.05121 -2.82503 -0.1 -0.2 0.9
C 2.83496 -0.84681 -1.65114 -0.3 -0.4 0.8
H -1.21171 0.27714 -3.80060 -0.1 -0.1 0.1
H 3.21188 -0.45913 -2.58585 0.0 -0.1 0.1
C -2.75391 -0.63090 -2.41540 0.2 0.1 0.2
C 3.33084 -1.82031 -0.78068 -0.4 0.4 -0.1
C -2.62915 -0.82964 -1.03249 1.6 0.8 -1.1
C 2.39503 -1.89556 0.27116 -0.2 1.0 -1.2
H -3.59668 -0.87433 -3.04050 0.0 0.0 0.0
H 4.23123 -2.38979 -0.89315 0.2 -0.1 0.0
H -3.34000 -1.27362 -0.35321 -0.1 0.1 0.1
H 2.41378 -2.52998 1.14901 -0.1 0.2 -0.1
H -2.07602 -1.08858 2.42425 -2.8 -6.3 1.8
O 0.51088 0.37747 5.57241 -0.5 0.1 -0.6
C -0.22736 0.40624 4.62701 -0.1 -0.2 0.0
N -0.96893 0.43108 3.67877 0.3 -0.4 0.0
```
Forces are in eV/Å.

Orbital gap: 0.290 Eh
E_HOMO: -8.55 eV
Total energy: -941.6050 hartree